[1]
112
Properties=species:S:1:pos:R:3 method="wB97M-V/def2-TZVPD" homo_lumo_gap_ha=0.3865 smiles="COC(=O)OC.COC(=O)OC.COC(=O)OC.COC(=O)OC.COC(=O)OC.COC(=O)OC.O=C1OCCO1.O=C1OCCO1.O=C1OCCO1.O=C1OCCO1" e_lumo_ev=0.18 charge=0 e_above_lowest_kj_mol=469.2 total_energy_ha=-3431.396123
O -0.656 -6.509 3.724
O -1.754 -4.918 2.483
O -6.107 1.353 3.319
O -0.987 -0.769 2.826
O -4.751 1.381 1.403
O 3.251 0.239 -4.263
O -0.559 6.357 -1.597
O -5.628 -4.477 -0.124
O -1.035 0.686 -0.785
O -5.120 3.303 2.619
O -1.524 -1.515 -0.460
O -2.745 -6.705 3.035
O -1.682 1.158 3.536
O 7.269 -0.615 1.384
O -1.161 4.652 -2.891
O 4.370 2.055 -3.414
O -1.058 6.522 -3.780
O 3.965 -5.325 -2.976
O 2.172 4.132 -2.398
O 0.546 0.904 3.322
O 2.218 3.154 -0.625
O 0.458 -1.013 -1.026
O 2.436 5.461 -0.489
O 4.605 -0.031 -2.400
O 3.397 -3.322 -2.111
O 5.296 -1.407 1.070
O 6.022 -1.068 3.255
O -5.287 -3.343 -2.128
O 1.787 -4.791 -2.960
O -6.682 -2.571 -0.382
C 2.364 4.345 -1.125
C -0.496 7.776 -4.098
C -6.533 -4.360 0.978
C 2.451 5.215 -3.376
C -3.776 2.024 0.581
C 4.015 0.743 -3.443
C 6.104 -1.020 2.058
C -2.911 -4.847 1.710
C -1.578 2.569 3.734
C -0.833 5.866 -2.661
C 5.606 0.770 -1.904
C -0.581 0.507 3.225
C -5.828 -3.426 -1.003
C 3.093 -4.391 -2.628
C -5.393 1.933 2.551
C -5.535 4.057 3.782
C 5.032 2.187 -2.191
C -1.002 3.659 -1.850
C -7.385 -3.165 0.626
C 8.395 -0.446 2.220
C 0.010 -1.832 2.687
C -2.908 -1.328 -0.218
C -0.740 -0.503 -0.777
C -3.642 -6.073 2.178
C 3.403 -6.425 -3.622
C 3.901 -1.658 1.390
C 1.892 -6.136 -3.511
C 2.205 2.866 0.780
C 1.491 -0.182 -1.279
C -1.651 -6.073 3.101
H 1.261 -6.148 -4.399
H 2.449 -0.683 -1.413
H -0.577 4.008 -0.909
H 1.566 0.394 -0.356
H 8.602 -1.258 2.917
H -3.095 -0.746 0.684
H -3.317 -0.777 -1.066
H -6.592 4.300 3.680
H -1.996 3.231 -1.715
H -7.721 -2.599 1.496
H 4.219 2.446 -1.513
H 2.623 6.221 -2.994
H 3.698 -6.356 -4.669
H 1.389 0.539 -2.090
H -5.399 3.406 4.645
H 2.843 1.986 0.866
H -0.161 8.342 -3.229
H -7.228 -5.190 1.109
H 3.602 -7.387 -3.149
H 1.443 -6.817 -2.788
H 8.411 0.532 2.702
H 1.651 5.467 -4.071
H -5.013 4.995 3.967
H -1.224 8.288 -4.728
H 6.557 0.691 -2.429
H -3.420 -3.926 1.993
H -0.321 -2.705 3.249
H 1.313 2.424 1.225
H 5.752 0.612 -0.835
H -8.293 -3.645 0.261
H -1.480 2.768 4.801
H -4.220 2.905 0.117
H -2.416 3.111 3.295
H 0.444 7.587 -4.617
H 5.755 2.999 -2.261
H 3.720 -2.506 2.050
H -2.911 2.231 1.210
H -2.611 -4.906 0.663
H 3.359 4.916 -3.899
H -4.420 -5.698 2.843
H 0.109 -2.164 1.653
H 3.200 -1.734 0.559
H -6.020 -4.142 1.915
H 3.686 -0.725 1.912
H -3.437 -2.278 -0.146
H -0.758 3.021 3.176
H 0.922 -1.478 3.168
H 2.585 3.622 1.466
H 9.300 -0.263 1.640
H -3.442 1.416 -0.260
H -0.584 2.698 -2.150
H -4.023 -6.656 1.339

[2]
99
Properties=species:S:1:pos:R:3 method="wB97M-V/def2-TZVPD" homo_lumo_gap_ha=0.2814 e_lumo_ev=-4.82 charge=+1 total_energy_ha=-4856.627058
Br 0.477 -2.353 -4.037
O 0.499 7.006 1.357
O -0.042 2.668 5.569
O -5.960 3.485 -1.146
O -1.614 3.966 6.326
O 0.151 6.537 -0.838
O -2.506 -6.817 -6.915
O -5.610 1.497 -2.189
O -4.040 2.291 -0.908
O -2.134 1.811 5.820
O 3.938 0.680 3.875
O 4.528 -1.524 3.449
O -0.134 4.950 0.623
O -2.804 -4.607 -6.476
O -1.859 -6.044 -4.989
N 0.164 -0.183 0.206
C -1.075 -1.225 -1.853
C -2.429 -5.710 -6.160
C 3.813 1.598 0.591
C -2.973 4.171 6.712
C -3.095 -6.610 -8.199
C 1.276 -1.207 2.352
C -0.122 4.496 1.976
C 0.256 -2.110 -2.044
C 0.385 1.395 5.095
C -0.950 -0.033 -0.777
C 2.553 0.643 0.933
C -3.549 3.308 -0.035
C 4.957 -0.432 -0.774
C 3.756 -3.529 0.034
C -5.275 2.524 -1.390
C -6.907 1.610 -2.776
C -1.345 2.723 5.898
C 2.967 -4.756 -0.688
C 5.753 -1.797 -0.384
C 0.203 6.245 0.472
C 4.983 -3.111 -0.956
C -1.714 -4.955 -4.081
C 0.487 7.890 -1.150
C 3.736 -0.372 3.212
C -1.147 -2.097 1.576
C -2.090 -1.605 2.786
C 1.332 0.676 -0.005
C 5.129 0.721 0.329
C 2.528 -0.306 2.164
C 0.108 -1.112 1.321
H 3.064 -2.620 0.078
H -3.644 4.010 5.865
H -0.733 -3.149 1.819
H 4.502 -2.929 -1.978
H -1.932 -1.921 -1.533
H 3.980 2.388 1.418
H -7.678 1.634 -2.004
H 2.181 -5.224 -0.003
H -2.550 3.016 0.292
H 0.051 -3.149 -1.600
H 1.269 -1.895 3.260
H -2.657 -2.542 3.157
H 0.252 0.632 5.865
H -3.474 4.263 -0.560
H -1.245 -5.338 -3.172
H 5.704 -3.988 -1.058
H -3.074 5.207 7.039
H 5.822 -1.926 0.758
H 3.996 -2.291 3.133
H 5.973 1.415 -0.053
H 5.361 -0.038 -1.783
H -0.409 3.442 1.979
H 0.880 4.581 2.403
H -0.846 5.051 2.576
H 4.155 -3.836 1.063
H -7.069 0.730 -3.398
H 5.542 0.280 1.317
H 3.876 -0.751 -0.972
H -1.066 -4.182 -4.504
H -4.125 -6.261 -8.098
H -3.105 -7.569 -8.719
H 2.485 -4.337 -1.642
H -6.967 2.497 -3.410
H -4.186 3.401 0.847
H 1.336 1.397 -0.895
H 1.213 -1.626 -1.662
H 1.513 8.111 -0.848
H 3.774 -5.515 -1.014
H -0.154 1.124 4.183
H -2.885 -0.917 2.342
H -0.844 0.985 -1.288
H -3.240 3.519 7.546
H -1.930 -0.033 -0.171
H -2.503 -5.905 -8.786
H 3.630 2.212 -0.373
H -1.342 -0.727 -2.859
H 1.448 1.465 4.859
H -1.519 -1.163 3.668
H -1.739 -2.225 0.595
H 0.411 8.011 -2.231
H 6.788 -1.754 -0.867
H -0.213 8.581 -0.674
H -2.690 -4.540 -3.817

[3]
87
Properties=species:S:1:pos:R:3 method="wB97M-V/def2-TZVPD" homo_lumo_gap_ha="0.2845 / 0.1500" e_lumo_ev="-2.56 / -3.82" multiplicity=8 charge=+1 total_energy_ha=-2677.725646
Gd 0.184 0.118 -0.857
P 0.270 2.147 1.269
P -2.070 -1.787 -0.134
N -0.478 -1.142 3.859
C 2.800 -0.392 1.724
C 2.235 -0.816 -1.981
C 3.640 1.139 -0.998
C 2.728 -0.031 -0.879
C -1.907 -3.324 0.863
C -0.485 0.833 -4.606
C -2.048 2.649 -2.834
C 1.466 -3.039 0.940
C 1.515 3.434 0.834
C 2.372 -0.716 0.334
C -2.587 0.260 3.723
C -1.235 3.172 1.034
C 0.643 1.894 -4.783
C -3.657 -1.202 0.585
C -0.952 3.725 -3.079
C -1.675 -0.708 4.362
C 2.485 -0.577 -3.426
C 1.705 -1.928 -0.019
C 0.057 -2.003 4.771
C 1.365 -2.678 4.660
C 0.457 3.329 -2.750
C -2.726 -2.509 -1.702
C -1.583 1.286 -2.377
C 1.583 -1.977 -1.444
C -1.927 -1.316 5.635
C 1.060 -3.110 -2.260
C -0.830 -2.145 5.891
C 1.182 2.520 -3.529
C -0.852 0.446 -3.190
C 0.396 2.188 3.106
H -4.456 -1.933 0.381
H 1.483 1.403 -5.300
H -2.678 1.172 4.336
H 3.678 1.726 -0.071
H 1.247 -3.986 0.430
H -2.738 3.047 -2.071
H 1.880 -3.789 -2.547
H 0.322 -3.705 -1.704
H -2.136 2.544 1.047
H 0.896 3.837 -1.891
H 1.808 -2.577 3.663
H -0.160 -0.083 -5.130
H -2.883 -3.824 0.962
H 2.352 -3.206 1.575
H -1.296 3.923 1.836
H -0.627 -2.786 6.737
H -2.138 0.909 -1.498
H 2.082 -2.264 5.385
H -1.534 -3.065 1.864
H 0.751 3.170 3.457
H -2.643 2.572 -3.763
H -3.568 -1.068 1.671
H 1.596 -0.807 -4.030
H 0.271 2.660 -5.488
H 2.469 3.256 1.353
H -3.560 -3.189 -1.470
H -1.933 -3.066 -2.222
H -2.260 0.541 2.714
H 3.337 1.802 -1.821
H 3.710 -0.957 1.999
H 1.121 4.426 1.110
H -0.835 -0.651 -3.023
H 1.700 3.408 -0.250
H -0.570 1.977 3.585
H -1.207 4.604 -2.464
H 0.597 -2.762 -3.196
H -1.038 4.063 -4.128
H -3.600 -0.168 3.663
H 1.096 1.425 3.466
H 4.667 0.801 -1.219
H 2.019 -0.669 2.449
H -3.940 -0.244 0.131
H 2.250 2.386 -3.349
H 3.016 0.676 1.859
H 0.630 -2.814 1.617
H 1.256 -3.752 4.873
H -2.809 -1.117 6.229
H 2.774 0.460 -3.620
H -1.371 1.188 -5.165
H -3.082 -1.702 -2.359
H 3.302 -1.211 -3.808
H -1.202 -4.015 0.381
H -1.177 3.687 0.066

[4]
94
Properties=species:S:1:pos:R:3 method="wB97M-V/def2-TZVPD" homo_lumo_gap_ha=0.1080 e_lumo_ev=-7.55 charge=+2 e_above_lowest_kj_mol=351.1 total_energy_ha=-2575.738261
Sn 0.321 0.037 0.504
S 0.146 1.105 2.978
Si -2.741 -3.461 -1.021
O 0.581 -1.877 3.909
O 2.708 -2.394 2.009
O 2.967 -3.771 -0.399
N 0.510 3.483 3.801
N 2.433 1.117 -0.435
N -1.868 1.321 -1.334
N -0.733 1.900 -0.694
N -0.798 3.458 1.885
C 1.478 5.560 4.797
C 3.555 1.916 -2.278
C -1.680 5.453 0.883
C -1.038 -2.767 -3.190
C 2.848 2.390 -0.197
C -2.926 -4.142 -3.845
C -3.640 3.070 -1.155
C -2.026 -4.820 -0.094
C 2.890 0.799 -1.712
C -3.659 1.270 -2.899
C 2.804 3.042 1.161
C 3.463 -3.611 1.993
C 2.858 -1.699 3.257
C -1.440 -3.258 -5.515
C 2.851 -4.681 -1.499
C 2.879 -4.481 0.875
C 3.535 2.928 -1.346
C -1.969 3.133 -3.086
C -4.526 -2.978 -0.665
C -0.119 2.800 2.811
C -0.097 5.517 2.831
C -2.756 2.237 -2.074
C 0.657 4.851 3.796
C 2.646 -0.583 -2.217
C -0.422 -2.471 4.823
C -0.685 -2.585 -4.523
C -0.787 4.773 1.865
C -2.175 -3.532 -2.839
C 1.921 -2.120 4.370
C -2.581 -3.994 -5.190
H -1.703 5.046 -0.111
H -4.280 0.678 -2.221
H -0.154 2.463 -1.314
H 0.842 6.178 5.428
H -0.508 -2.205 -2.407
H 2.190 6.127 4.265
H 2.575 -0.628 3.040
H 3.827 3.166 1.407
H 0.017 6.619 2.794
H -4.630 -1.929 -0.417
H -3.794 2.518 -0.241
H 0.111 -2.785 5.773
H 2.128 -3.215 4.579
H -4.392 1.825 -3.473
H -3.238 -4.490 -5.912
H 2.307 2.424 1.954
H 2.956 -1.358 -1.511
H 1.809 -4.780 1.086
H 3.873 -1.729 3.634
H 4.547 -3.390 1.774
H -2.772 5.381 1.211
H 3.739 -5.334 -1.485
H -2.581 -5.086 0.815
H -1.792 -5.692 -0.743
H 2.218 -1.522 5.270
H -1.228 3.783 -2.647
H -4.549 3.268 -1.738
H -5.063 -3.185 -1.570
H -3.131 0.588 -3.530
H 3.436 -4.127 2.993
H -4.872 -3.578 0.199
H -1.152 -1.681 4.992
H -1.152 -3.177 -6.570
H -1.498 2.540 -3.868
H 1.036 2.896 4.437
H 3.932 3.903 -1.486
H -1.076 -4.419 0.316
H 1.565 -0.756 -2.400
H -0.983 2.447 0.158
H -2.662 3.824 -3.583
H 3.123 -0.782 -3.192
H 3.406 -5.434 0.810
H 1.992 4.865 5.527
H 1.950 -5.358 -1.426
H -3.832 -4.716 -3.576
H -1.484 0.723 -2.077
H 2.757 -4.119 -2.467
H 3.844 1.972 -3.354
H -1.503 6.540 0.778
H -0.840 -3.353 4.330
H 0.150 -1.930 -4.777
H 2.346 3.992 1.095
H -3.193 4.055 -0.911

[5]
105
Properties=species:S:1:pos:R:3 method="wB97M-V/def2-TZVPD" homo_lumo_gap_ha=0.1637 e_lumo_ev=3.66 charge=-2 e_above_lowest_kj_mol=71.5 total_energy_ha=-3335.416140
Cs -0.153 -0.377 1.928
S 1.953 1.409 4.143
S -1.067 3.005 2.661
Si -1.256 -5.581 3.173
O 0.925 0.580 4.735
O 2.138 1.172 2.709
O 3.220 1.421 4.852
O -0.417 2.833 1.367
O -2.141 3.997 2.642
O -1.518 1.754 3.258
N -0.958 2.973 -2.796
N 4.453 -0.447 -2.161
N -2.851 2.288 -1.624
N -3.701 2.635 0.492
N 3.404 1.132 -0.808
N -1.762 0.727 -2.956
N -2.624 0.580 -0.061
N -1.200 -3.555 -2.063
N 0.340 -4.288 -3.633
N 2.124 -0.008 -2.347
N 0.333 -2.029 -2.841
C -0.158 -3.226 -2.866
C -1.410 -4.895 -1.538
C 4.378 -1.779 -2.706
C 1.967 5.277 5.277
C 0.825 5.856 4.759
C -1.250 -4.235 2.012
C -1.976 -2.517 -1.399
C 2.272 1.993 -0.492
C 1.730 -4.356 -4.002
C 1.963 -0.466 -3.648
C -3.027 1.752 -0.351
C 0.089 2.704 -3.761
C 1.363 3.139 4.275
C -0.040 5.082 4.003
C -0.534 3.901 -1.751
C 0.365 -6.582 3.144
C 2.337 -0.183 -6.039
C 2.218 3.937 5.032
C -2.649 -6.812 2.749
C -0.548 -5.087 -4.438
C 4.371 0.982 0.269
C -1.515 -5.296 5.053
C -1.807 1.902 -2.483
C 3.271 0.218 -1.816
C 2.624 0.140 -4.716
C 5.638 0.303 -2.500
C 1.346 -1.113 -6.306
C 0.679 -1.733 -5.254
C 0.199 3.734 3.745
C 0.990 -1.466 -3.916
H -0.432 -3.513 1.971
H 5.249 -2.351 -2.370
H 1.802 1.702 0.447
H -0.942 5.514 3.596
H 3.103 3.468 5.434
H -3.292 3.563 0.490
H -1.467 -4.847 -0.442
H 2.860 0.316 -6.846
H 3.351 0.914 -4.491
H -3.593 -6.275 2.614
H -3.665 2.335 1.459
H -2.521 -4.907 5.241
H 1.074 -1.352 -7.327
H 0.893 2.084 -3.346
H -3.041 -2.690 -1.574
H -1.391 -6.216 5.639
H 3.479 -2.263 -2.328
H -0.576 -5.542 -1.802
H -0.806 -4.553 5.427
H 0.615 -6.869 2.120
H 4.346 -1.799 -3.803
H 2.664 5.854 5.873
H 0.293 -7.488 3.756
H -0.327 -6.155 -4.329
H -0.452 -4.830 -5.504
H 6.533 -0.200 -2.119
H -2.429 -7.331 1.812
H -1.284 4.009 -0.975
H 1.545 1.897 -1.289
H 4.984 1.885 0.362
H 2.599 3.032 -0.396
H -1.713 -1.534 -1.775
H -2.795 -7.560 3.534
H -2.748 0.465 0.942
H 0.517 3.655 -4.085
H 0.378 3.566 -1.254
H -1.803 -2.565 -0.322
H 5.746 0.408 -3.589
H -2.210 -3.778 1.758
H 0.597 6.901 4.937
H 1.930 -3.958 -5.005
H 3.853 0.833 1.219
H -3.149 3.242 -1.729
H 2.052 -5.402 -3.971
H 5.023 0.135 0.072
H 2.322 -3.791 -3.288
H -2.336 -5.332 -1.933
H 1.194 -5.984 3.535
H -0.345 4.881 -2.196
H 5.588 1.296 -2.059
H -0.116 -2.438 -5.468
H -0.321 2.199 -4.636
H -1.579 -4.920 -4.138
H -0.880 0.550 -3.430